Entry 1:
Density functional theory data (wB97M-V/def2-TZVPD) for a cluster of 3 separate species, C27H43ClO5 in total.

Last columns: bonded neighbours and bond lengths (Å).
Element x y z (Å)
1 C 5.32 -0.99 -0.61  C2 1.611, H28 1.144, H29 1.145, H30 1.154
2 C 4.91 -1.81 0.72  C1 1.611, C3 1.626, H31 1.142, H32 1.156
3 C 4.05 -3.16 0.40  C2 1.626, C4 1.608, H33 1.159, H34 1.147
4 C 2.79 -2.88 -0.55  C3 1.608, C5 1.611, H35 1.156, H36 1.151
5 C 2.80 -3.68 -1.95  C4 1.611, C6 1.606, H37 1.151, H38 1.154
6 C 2.63 -2.74 -3.24  C5 1.606, C7 1.631, H39 1.158, H40 1.154
7 C 1.08 -2.61 -3.74  C6 1.631, C8 1.637, H41 1.153, H42 1.144
8 C 0.29 -1.86 -2.52  C7 1.637, C9 1.593, H43 1.155, H44 1.137
9 C -0.91 -0.93 -3.00  C8 1.593, C10 1.586, H45 1.158, H46 1.160
10 C -2.39 -1.37 -2.65  C9 1.586, C11 1.598, H47 1.159, H48 1.158
11 C -2.66 -2.04 -1.22  C10 1.598, C12 1.608, H49 1.158, H50 1.154
12 C -2.74 -0.99 0.01  C11 1.608, C13 1.439, C26 1.616
13 C -3.72 -1.10 1.06  C12 1.439, C14 1.591, C17 1.620
14 C -4.79 -2.27 1.16  C13 1.591, C15 1.616, H51 1.134, H52 1.160
15 C -6.31 -1.77 1.37  C14 1.616, O16 1.474, H53 1.139, H54 1.156
16 O -7.16 -2.97 1.21  C15 1.474, H55 0.990
17 C -3.81 -0.03 2.26  C13 1.620, O18 1.269, C19 1.612
18 O -4.30 -0.33 3.39  C17 1.269
19 C -3.29 1.46 1.92  C17 1.612, C20 1.543, C25 1.578
20 C -3.78 2.74 2.63  C19 1.543, C21 1.575, H56 1.135
21 C -3.18 4.14 2.22  C20 1.575, C22 1.571, H57 1.151
22 C -2.11 4.29 1.08  C21 1.571, C23 1.572, H58 1.137
23 C -1.61 2.99 0.36  C22 1.572, Cl24 1.819, C25 1.542
24 Cl -0.34 3.19 -0.93  C23 1.819
25 C -2.19 1.63 0.80  C19 1.578, C23 1.542, C26 1.617
26 C -1.70 0.23 0.16  C12 1.616, C25 1.617, O27 1.254
27 O -0.48 0.17 -0.14  C26 1.254
28 H 6.28 -0.39 -0.51  C1 1.144
29 H 4.47 -0.26 -0.82  C1 1.145
30 H 5.35 -1.70 -1.52  C1 1.154
31 H 5.84 -2.16 1.29  C2 1.142
32 H 4.29 -1.13 1.42  C2 1.156
33 H 3.63 -3.48 1.43  C3 1.159
34 H 4.71 -4.03 0.03  C3 1.147
35 H 1.83 -3.20 0.01  C4 1.156
36 H 2.69 -1.74 -0.68  C4 1.151
37 H 3.82 -4.20 -2.02  C5 1.151
38 H 1.98 -4.49 -1.94  C5 1.154
39 H 2.99 -1.66 -3.07  C6 1.158
40 H 3.19 -3.23 -4.13  C6 1.154
41 H 0.59 -3.65 -3.81  C7 1.153
42 H 0.99 -2.01 -4.71  C7 1.144
43 H 1.09 -1.19 -2.02  C8 1.155
44 H 0.04 -2.67 -1.76  C8 1.137
45 H -0.73 0.16 -2.65  C9 1.158
46 H -0.84 -0.87 -4.16  C9 1.160
47 H -3.10 -0.47 -2.74  C10 1.159
48 H -2.74 -2.14 -3.44  C10 1.158
49 H -3.64 -2.64 -1.35  C11 1.158
50 H -1.89 -2.83 -0.89  C11 1.154
51 H -4.81 -3.03 0.31  C14 1.134
52 H -4.53 -2.87 2.12  C14 1.160
53 H -6.66 -0.98 0.63  C15 1.139
54 H -6.45 -1.45 2.48  C15 1.156
55 H -6.70 -3.69 1.72  O16 0.990
56 H -4.56 2.71 3.45  C20 1.135
57 H -3.50 5.12 2.75  C21 1.151
58 H -1.68 5.30 0.77  C22 1.137
59 C 7.00 1.86 -3.92  C60 1.516, H62 1.093, H63 1.093, H64 1.094
60 C 5.69 1.11 -4.05  C59 1.516, O61 1.422, H65 1.092, H66 1.095
61 O 5.06 0.99 -2.78  C60 1.422, H67 0.967
62 H 7.67 1.35 -3.23  C59 1.093
63 H 7.50 1.95 -4.89  C59 1.093
64 H 6.83 2.86 -3.52  C59 1.094
65 H 5.87 0.10 -4.43  C60 1.092
66 H 5.01 1.62 -4.74  C60 1.095
67 H 4.90 1.88 -2.45  O61 0.967
68 C -2.40 5.38 7.27  C69 1.516, H71 1.093, H72 1.093, H73 1.094
69 C -3.21 5.30 6.00  C68 1.516, O70 1.423, H74 1.092, H75 1.095
70 O -2.40 5.62 4.87  C69 1.423, H76 0.967
71 H -1.98 6.38 7.40  C68 1.093
72 H -3.02 5.15 8.14  C68 1.093
73 H -1.56 4.68 7.24  C68 1.094
74 H -4.04 6.02 6.02  C69 1.092
75 H -3.63 4.30 5.86  C69 1.095
76 H -1.68 4.97 4.85  O70 0.967

Output
LUMO   -1.2 eV
HOMO   -9.23 eV
Multiplicity   1
Frontier orbital gap   7.98 eV
ΔE to the lowest compared entry with this formula, charge and spin   181.5 kcal/mol

Löwdin atomic charge list, values in e, 6 entries:
1. C -0.14
2. C -0.25
3. C -0.22
4. C -0.22
5. C -0.20
6. C -0.22

Entry 2:
Density functional theory data (wB97M-V/def2-TZVPD) for a cluster of 7 separate species, C27H43F2NO8S3 in total.

Last columns: bonded neighbours and bond lengths (Å).
Element x y z (Å)
1 C 3.54 24.13 42.59  C2 1.509, H8 1.037, H9 1.124, H10 1.144
2 C 3.02 24.41 41.20  C1 1.509, O3 1.250, N4 1.570
3 O 3.25 23.66 40.22  C2 1.250
4 N 1.97 25.57 41.14  C2 1.570, H5 0.964, H6 1.062, C7 1.426
5 H 1.32 25.74 41.84  N4 0.964
6 H 2.52 26.46 41.34  N4 1.062
7 C 1.30 25.74 39.90  N4 1.426, H11 1.036, H12 1.118, H13 1.112
8 H 2.88 24.61 43.23  C1 1.037
9 H 4.53 24.65 42.55  C1 1.124
10 H 3.53 22.99 42.54  C1 1.144
11 H 0.90 26.67 39.67  C7 1.036
12 H 0.42 25.05 39.99  C7 1.118
13 H 1.82 25.41 38.98  C7 1.112
14 O 0.63 25.99 43.19  H15 0.951
15 H 0.43 25.88 44.11  O14 0.951
16 F -0.46 31.16 41.75  C17 1.368
17 C 0.30 31.45 40.65  F16 1.368, C18 1.354, C22 1.451
18 C 0.59 32.71 40.26  C17 1.354, C19 1.481, H23 1.191
19 C 1.39 33.03 39.06  C18 1.481, C20 1.349, H24 1.011
20 C 1.84 31.99 38.32  C19 1.349, C21 1.481, H25 1.069
21 C 1.50 30.60 38.70  C20 1.481, C22 1.368, H26 0.905
22 C 0.82 30.35 39.85  C17 1.451, C21 1.368, H27 1.079
23 H 0.12 33.72 40.69  C18 1.191
24 H 1.62 33.90 38.61  C19 1.011
25 H 2.09 32.26 37.32  C20 1.069
26 H 1.80 30.03 38.06  C21 0.905
27 H 0.58 29.36 40.21  C22 1.079
28 F 0.73 22.22 38.90  C29 1.296
29 C 0.43 22.99 37.91  F28 1.296, C30 1.398, C34 1.450
30 C 1.27 23.20 36.81  C29 1.398, C31 1.348, H35 1.108
31 C 1.08 24.15 35.88  C30 1.348, C32 1.452, H36 1.145
32 C -0.12 24.98 35.92  C31 1.452, C33 1.392, H37 1.163
33 C -0.96 24.82 37.02  C32 1.392, C34 1.412, H38 1.234
34 C -0.75 23.83 38.00  C29 1.450, C33 1.412, H39 1.061
35 H 2.00 22.40 36.56  C30 1.108
36 H 1.42 24.24 34.79  C31 1.145
37 H -0.18 25.84 35.14  C32 1.163
38 H -1.92 25.59 37.11  C33 1.234
39 H -1.45 23.74 38.80  C34 1.061
40 C 7.56 22.16 38.60  C41 1.528, C46 1.546, H47 1.120, H48 1.102
41 C 6.40 23.11 38.27  C40 1.528, C42 1.380, H49 1.094, H50 1.142
42 C 6.40 23.55 36.96  C41 1.380, S43 1.757, H51 1.209, H52 1.141
43 S 6.70 22.06 36.06  C42 1.757, O44 1.536, O45 1.473, C46 1.845
44 O 7.41 22.31 34.72  S43 1.536
45 O 5.44 21.31 35.98  S43 1.473
46 C 7.80 21.30 37.34  C40 1.546, S43 1.845, H53 1.048, H54 1.080
47 H 7.10 21.70 39.51  C40 1.120
48 H 8.44 22.65 39.04  C40 1.102
49 H 6.43 23.78 39.13  C41 1.094
50 H 5.35 22.73 38.48  C41 1.142
51 H 7.26 24.32 36.58  C42 1.209
52 H 5.38 23.79 36.51  C42 1.141
53 H 8.77 21.55 37.03  C46 1.048
54 H 7.59 20.24 37.38  C46 1.080
55 C 6.24 28.47 39.57  C56 1.565, C61 1.555, H62 1.074, H63 1.089
56 C 6.45 29.05 38.14  C55 1.565, C57 1.428, H64 0.991, H65 1.040
57 C 5.25 28.94 37.38  C56 1.428, S58 1.744, H66 1.140, H67 1.088
58 S 4.42 27.49 37.88  C57 1.744, O59 1.431, O60 1.429, C61 1.750
59 O 4.49 26.41 36.95  S58 1.431
60 O 3.18 27.86 38.49  S58 1.429
61 C 5.49 27.14 39.22  C55 1.555, S58 1.750, H68 1.133, H69 1.116
62 H 5.69 29.13 40.22  C55 1.074
63 H 7.26 28.36 39.94  C55 1.089
64 H 7.28 28.66 37.76  C56 0.991
65 H 6.91 29.98 38.11  C56 1.040
66 H 5.58 29.01 36.29  C57 1.140
67 H 4.50 29.72 37.47  C57 1.088
68 H 6.21 26.36 38.83  C61 1.133
69 H 5.12 26.92 40.25  C61 1.116
70 C 1.80 29.32 44.88  C71 1.553, C76 1.474, H77 1.036, H78 1.192
71 C 2.69 28.18 45.44  C70 1.553, C72 1.342, H79 1.176, H80 1.077
72 C 3.86 28.16 44.79  C71 1.342, S73 1.825, H81 1.050, H82 1.053
73 S 3.51 28.68 43.08  C72 1.825, O74 1.374, O75 1.432, C76 1.785
74 O 3.51 27.51 42.36  S73 1.374
75 O 4.27 29.84 42.72  S73 1.432
76 C 1.84 29.24 43.40  C70 1.474, S73 1.785, H83 1.043, H84 1.083
77 H 2.08 30.23 45.30  C70 1.036
78 H 0.65 29.17 45.15  C70 1.192
79 H 2.17 27.15 45.25  C71 1.176
80 H 2.80 28.53 46.45  C71 1.077
81 H 4.26 27.19 44.72  C72 1.050
82 H 4.58 28.87 45.09  C72 1.053
83 H 1.48 28.38 42.94  C76 1.043
84 H 1.55 30.14 42.90  C76 1.083

Output
LUMO   0.1 eV
HOMO   -7.92 eV
Multiplicity   1
Frontier orbital gap   7.99 eV
ΔE to the lowest compared entry with this formula, charge and spin   0.0 kcal/mol

Löwdin atomic charge list, values in e, 6 entries:
1. C 0.03
2. C -0.29
3. O 0.08
4. N 0.06
5. H -0.02
6. H 0.13